No. 1
The following is a quantum chemistry calculation of a cluster of 19 separate species, C19H76O19 in total, from OMol25.

```
114
Properties=species:S:1:pos:R:3
C 0.995 1.711 -4.089
O 0.460 1.734 -2.760
H 1.976 1.257 -3.923
H 0.405 1.134 -4.767
H 1.115 2.709 -4.461
H -0.160 1.019 -2.608
C 3.101 4.537 -1.570
O 3.264 3.973 -0.306
H 3.646 5.485 -1.551
H 3.647 3.937 -2.325
H 2.082 4.645 -1.910
H 3.138 3.025 -0.361
C -3.925 1.046 -2.694
O -2.664 1.084 -3.384
H -3.815 1.063 -1.593
H -4.550 1.881 -2.980
H -4.300 0.067 -3.013
H -2.398 2.056 -3.433
C 4.122 0.499 -0.548
O 2.780 1.012 -0.499
H 4.638 1.398 -0.175
H 4.284 -0.337 0.256
H 4.372 0.063 -1.494
H 2.119 0.354 -0.789
C 0.586 -2.276 2.743
O 0.565 -1.021 3.345
H 0.236 -2.330 1.710
H 1.528 -2.794 2.794
H -0.192 -2.842 3.329
H 0.375 -0.459 2.613
C 5.616 -2.709 1.984
O 4.920 -3.880 2.383
H 6.670 -2.772 2.124
H 5.491 -2.485 0.924
H 5.203 -1.897 2.544
H 4.527 -4.234 1.620
C 1.985 -3.285 -2.949
O 2.252 -2.940 -1.579
H 1.651 -2.393 -3.529
H 2.907 -3.683 -3.357
H 1.223 -3.966 -3.059
H 1.531 -2.334 -1.305
C -1.330 -5.938 -2.544
O -1.222 -4.622 -2.147
H -0.736 -6.178 -3.425
H -0.847 -6.532 -1.772
H -2.396 -6.232 -2.718
H -1.610 -3.989 -2.766
C -1.192 -1.337 -0.614
O 0.097 -0.892 -1.114
H -1.063 -2.440 -0.605
H -1.458 -0.931 0.333
H -1.987 -1.074 -1.353
H 0.365 -0.162 -0.527
C -4.235 -4.020 -0.616
O -4.312 -2.840 -1.464
H -4.600 -3.775 0.408
H -4.864 -4.764 -1.114
H -3.161 -4.271 -0.484
H -4.337 -2.096 -0.821
C 1.173 4.192 3.037
O 2.190 5.062 2.495
H 0.289 4.840 3.060
H 1.069 3.291 2.390
H 1.467 3.813 4.056
H 2.631 4.735 1.715
C -3.681 -1.389 2.208
O -4.198 -1.095 0.888
H -3.480 -2.430 2.254
H -2.704 -0.916 2.408
H -4.394 -1.102 2.971
H -4.413 -0.182 0.803
C -2.567 -1.982 -4.412
O -1.664 -3.103 -4.317
H -3.103 -2.033 -5.400
H -3.349 -2.031 -3.690
H -1.884 -1.145 -4.398
H -2.003 -3.735 -4.907
C -2.013 4.738 -2.144
O -1.616 3.848 -3.204
H -1.754 4.485 -1.136
H -1.564 5.704 -2.375
H -3.094 4.896 -2.226
H -0.880 3.319 -2.875
C 3.614 1.873 3.602
O 2.511 1.223 2.987
H 3.709 2.731 2.971
H 3.395 2.283 4.626
H 4.462 1.240 3.619
H 2.177 0.440 3.498
C -1.695 7.016 2.715
O -1.258 6.287 1.574
H -2.744 6.684 2.788
H -1.150 6.829 3.627
H -1.699 8.085 2.514
H -0.363 6.636 1.387
C 1.806 -5.510 -0.072
O 2.926 -4.643 0.339
H 0.897 -4.887 -0.034
H 1.931 -5.945 -1.030
H 1.705 -6.339 0.680
H 2.887 -3.963 -0.362
C -0.928 1.918 1.179
O 0.160 0.953 1.295
H -1.767 1.488 1.741
H -0.760 2.858 1.681
H -1.222 2.067 0.141
H 0.907 1.407 1.784
C -1.900 0.130 5.411
O -2.687 0.933 4.480
H -1.240 -0.522 4.769
H -1.212 0.708 6.020
H -2.492 -0.513 6.049
H -2.952 1.796 4.805
```

Values from the calculation:
- HOMO energy (eV) = -9.60
- spin multiplicity = 1
- calculated total energy (a.u.) = -2198.6988
- frontier orbital gap (eV) = 9.9



No. 2
The following is a quantum chemistry calculation of a structure of composition C22H47CrNO4Si2, from OMol25.

```
77
Properties=species:S:1:pos:R:3
O 1.195 3.481 -2.411
O 3.347 3.822 -1.455
C 0.885 2.750 -3.613
C -0.444 3.094 -4.250
H 0.933 1.671 -3.407
H 1.714 2.959 -4.303
H -1.281 2.642 -3.718
H -0.436 2.700 -5.270
H -0.559 4.175 -4.276
C 0.116 3.691 -1.453
C 0.252 5.117 -0.994
H 0.280 2.993 -0.628
H -0.859 3.486 -1.933
H 1.229 5.366 -0.549
H -0.497 5.326 -0.218
H 0.102 5.776 -1.858
C 4.053 4.104 -0.073
C 4.046 4.410 -2.657
C 3.086 4.540 0.963
H 4.826 4.841 -0.304
H 4.513 3.133 0.151
H 2.717 5.553 0.770
H 3.609 4.551 1.922
H 2.262 3.834 1.062
C 3.570 5.833 -2.676
H 3.705 3.791 -3.505
H 5.122 4.278 -2.479
H 2.474 5.865 -2.663
H 3.897 6.308 -3.596
H 3.968 6.394 -1.816
H 2.394 4.040 -1.696
Cr 1.515 -1.160 -0.553
C 2.368 0.463 -0.888
Si 4.005 0.120 -1.694
H 2.481 1.084 0.018
H 1.677 1.013 -1.551
C 3.840 0.313 -3.533
C 4.371 -1.643 -1.158
C 5.460 1.109 -1.092
C 0.967 -1.987 -2.289
Si 0.705 -3.777 -1.788
H 1.717 -1.878 -3.101
H 0.058 -1.501 -2.664
C 2.340 -4.716 -1.858
C -0.512 -4.552 -2.993
C 0.026 -3.932 -0.029
H 6.336 0.468 -1.242
H 5.399 1.343 -0.027
H 5.605 2.041 -1.642
H 3.137 -0.396 -3.976
H 4.824 0.128 -3.972
H 3.527 1.319 -3.827
H 3.990 -2.380 -1.872
H 3.997 -1.887 -0.150
H 5.464 -1.696 -1.138
H -0.439 -4.029 -3.956
H -1.545 -4.454 -2.629
H -0.297 -5.618 -3.156
H -0.790 -3.222 0.170
H 0.787 -3.792 0.756
H -0.384 -4.949 0.081
H 2.146 -5.762 -2.140
H 2.856 -4.717 -0.888
H 3.016 -4.282 -2.605
O 1.349 -1.339 3.467
C 1.195 -1.197 2.254
O 2.063 -1.501 1.302
C -0.096 -0.648 1.709
C -1.244 -0.422 2.448
C -2.399 -0.017 1.773
C -2.347 0.175 0.386
C -1.166 -0.049 -0.292
N -0.076 -0.521 0.352
H -1.171 -0.610 3.514
H -3.310 0.125 2.325
H -3.214 0.489 -0.177
H -1.032 0.125 -1.359
```

Values from the calculation:
- HOMO energy (spin up / spin down) (eV) = -10.29 / -10.81
- spin multiplicity = 4
- calculated total energy (a.u.) = -2845.3790
- frontier orbital gap (spin up / spin down) (eV) = 7.6 / 8.0
- charge = +1



No. 3
The following is a quantum chemistry calculation of a structure of composition C9H26FeN2O9P, from OMol25.

```
48
Properties=species:S:1:pos:R:3
Fe 0.355 -1.005 -0.355
P -0.791 -3.017 -0.312
O -1.465 -1.713 0.117
O -0.286 -2.426 -1.662
O -1.540 -4.366 -0.291
O 0.530 -2.783 0.522
C 2.655 -5.196 -0.279
O 2.751 -3.804 -0.449
H 2.632 -5.392 0.793
H 1.801 -5.663 -0.768
H 3.555 -5.706 -0.622
H 1.909 -3.546 -0.066
C 2.995 0.445 -1.636
O 2.048 -0.630 -1.621
H 3.342 0.669 -0.627
H 3.828 0.128 -2.264
H 2.572 1.318 -2.132
H 2.224 -1.306 -2.279
C -2.481 -2.069 3.293
O -1.766 -1.137 2.615
H -3.557 -1.906 3.241
H -2.217 -2.974 2.747
H -2.084 -2.187 4.301
H -1.663 -1.391 1.694
C -1.708 0.846 -1.667
O -0.563 0.671 -1.295
N -2.191 1.991 -2.253
C -1.445 3.267 -2.358
C -3.603 2.134 -2.531
H -2.444 0.030 -1.605
H -0.363 3.143 -2.352
H -1.727 3.883 -1.504
H -1.708 3.899 -3.207
H -3.809 2.795 -3.373
H -4.010 1.157 -2.794
H -4.210 2.303 -1.642
C 0.916 0.938 2.069
O 1.106 0.172 1.093
N 1.006 2.227 1.894
C 1.226 2.860 0.642
C 0.934 3.194 3.000
H 0.763 0.662 3.124
H 1.842 2.179 0.054
H 1.789 3.793 0.687
H 0.294 3.063 0.115
H 1.814 3.813 3.172
H 0.105 3.877 2.815
H 0.640 2.759 3.956
```

Values from the calculation:
- HOMO energy (spin up / spin down) (eV) = -3.07 / -3.04
- spin multiplicity = 5
- calculated total energy (a.u.) = -2750.3624
- frontier orbital gap (spin up / spin down) (eV) = 5.2 / 5.1
- charge = -1



No. 4
The following is a quantum chemistry calculation of a structure of composition C36H32BaN3O5S5, from OMol25.

```
82
Properties=species:S:1:pos:R:3
Ba -0.030 -0.598 0.149
C -1.716 1.216 2.731
N -0.567 0.323 2.973
C -0.993 -0.896 3.665
C -1.954 -1.777 2.876
N -1.354 -2.579 1.817
C -2.431 -3.188 1.023
C -0.379 -3.563 2.221
C -0.319 -4.008 3.540
C 0.615 -4.947 3.952
C 1.499 -5.465 3.017
C 1.435 -5.043 1.702
C 0.510 -4.088 1.251
S 0.515 -3.639 -0.447
C 0.471 1.047 3.662
C 0.756 0.796 5.003
C 1.714 1.521 5.698
C 2.387 2.544 5.054
C 2.113 2.801 3.721
C 1.188 2.058 2.979
S 1.023 2.400 1.260
H -2.296 1.349 3.657
H -2.355 0.821 1.942
H -1.354 2.183 2.393
H -1.506 -0.642 4.607
H -0.100 -1.467 3.922
H -2.716 -1.161 2.394
H -2.504 -2.408 3.593
H -3.084 -3.795 1.667
H -1.997 -3.813 0.246
H -3.027 -2.401 0.555
H -1.010 -3.613 4.272
H 0.648 -5.262 4.988
H 2.245 -6.194 3.312
H 2.125 -5.442 0.969
H 0.227 0.017 5.531
H 1.917 1.288 6.736
H 3.128 3.135 5.578
H 2.634 3.603 3.210
O 0.222 1.275 -4.304
C 0.626 0.642 -3.202
O 0.060 -0.304 -2.724
C 1.858 1.230 -2.573
C 2.606 2.253 -3.136
C 3.700 2.716 -2.420
C 3.977 2.180 -1.173
C 3.148 1.175 -0.689
N 2.140 0.692 -1.395
C 3.332 0.529 0.667
O 4.005 1.267 1.570
O 2.980 -0.597 0.880
H -0.646 0.896 -4.558
H 2.330 2.667 -4.095
H 4.323 3.504 -2.824
H 4.806 2.536 -0.579
H 3.570 2.143 1.574
O -2.224 0.187 -0.444
C -3.367 0.636 -1.028
C -3.581 2.122 -0.713
C -2.620 2.986 -0.290
C -3.101 4.317 -0.130
C -4.419 4.437 -0.444
S -5.098 2.926 -0.884
C -4.569 -0.151 -0.482
C -5.021 -0.095 0.804
C -6.060 -1.022 1.078
C -6.384 -1.771 -0.013
S -5.427 -1.350 -1.366
C -3.254 0.448 -2.552
C -2.886 -0.703 -3.185
C -2.731 -0.544 -4.587
C -2.974 0.737 -4.997
S -3.404 1.740 -3.675
H -1.604 2.674 -0.086
H -2.485 5.141 0.201
H -5.033 5.323 -0.411
H -4.618 0.601 1.528
H -6.542 -1.127 2.040
H -7.133 -2.543 -0.090
H -2.665 -1.616 -2.650
H -2.445 -1.343 -5.257
H -2.963 1.126 -6.003
```

Values from the calculation:
- HOMO energy (eV) = -4.05
- spin multiplicity = 1
- calculated total energy (a.u.) = -3948.1755
- frontier orbital gap (eV) = 5.9
- charge = -1



No. 5
The following is a quantum chemistry calculation of a structure of composition C4H9OS, from OMol25.

```
15
Properties=species:S:1:pos:R:3
C 2.182 -0.713 0.254
O 1.592 -1.880 0.816
C 1.378 -0.034 -0.810
C 0.290 0.802 -0.540
H 3.108 -1.048 -0.230
H 2.391 0.025 1.050
H 0.627 -1.763 0.856
H 1.354 -0.441 -1.823
H -0.517 0.817 -1.286
H 0.280 1.700 0.080
C -2.652 0.586 0.249
S -1.212 -0.263 1.023
H -2.448 1.653 0.325
H -2.831 0.260 -0.781
H -3.542 0.298 0.817
```

Values from the calculation:
- HOMO energy (spin up / spin down) (eV) = 3.87 / 0.76
- spin multiplicity = 2
- calculated total energy (a.u.) = -631.0279
- frontier orbital gap (spin up / spin down) (eV) = 2.5 / 5.6
- charge = -2



No. 6
The following is a quantum chemistry calculation of a cluster of 8 separate species, C5H24BF4N10O7 in total, from OMol25.

```
51
Properties=species:S:1:pos:R:3
B 0.423 0.342 -0.489
F 0.664 -0.859 0.242
F -0.373 1.135 0.363
F 1.551 0.997 -0.921
F -0.323 -0.043 -1.620
O 2.218 0.421 -3.403
H 1.544 0.524 -2.715
H 2.742 -0.333 -3.117
O 4.007 0.668 0.231
H 4.356 1.535 0.459
H 3.182 0.852 -0.255
C 3.306 -2.693 2.097
O 3.857 -3.619 2.716
N 2.191 -2.914 1.355
N 3.763 -1.417 2.099
H 1.746 -2.143 0.870
H 1.681 -3.774 1.485
H 3.552 -0.802 1.321
H 4.490 -1.243 2.767
C -2.896 -1.522 1.194
O -3.943 -2.118 1.483
N -2.148 -0.944 2.150
N -2.348 -1.508 -0.068
H -2.327 -0.694 3.098
H -1.293 -0.561 1.784
H -2.923 -1.609 -0.886
H -1.552 -0.913 -0.289
C -3.253 2.986 -0.973
O -4.159 3.515 -1.616
N -2.118 2.486 -1.529
N -3.326 2.769 0.370
H -2.087 2.444 -2.530
H -1.446 2.081 -0.901
H -2.670 2.204 0.877
H -4.059 3.214 0.890
C 0.102 5.341 0.756
O 0.417 5.534 1.927
N 0.180 4.129 0.136
N -0.295 6.356 -0.068
H -0.008 4.069 -0.843
H 0.375 3.371 0.766
H -0.702 6.057 -0.934
H -0.392 7.300 0.246
C -0.021 -5.067 -0.603
O 0.417 -5.026 0.550
N -0.370 -3.934 -1.246
N -0.101 -6.203 -1.369
H -0.654 -3.127 -0.713
H -0.330 -3.962 -2.249
H -0.881 -6.276 -1.995
H 0.235 -7.028 -0.901
```

Values from the calculation:
- HOMO energy (eV) = -6.43
- spin multiplicity = 1
- calculated total energy (a.u.) = -1704.0438
- frontier orbital gap (eV) = 8.9
- charge = -1



No. 7
The following is a quantum chemistry calculation of a structure of composition C36H27CrN2O4, from OMol25.

```
70
Properties=species:S:1:pos:R:3
H -1.738 0.407 -0.058
C -1.893 0.270 1.093
H -2.964 0.482 1.265
C -1.582 -1.127 1.456
C -0.598 -1.466 2.324
N 0.183 -0.526 2.948
C 1.248 -0.923 3.806
C 1.926 -2.134 3.575
C 3.100 -2.402 4.287
C 3.538 -1.517 5.279
C 2.795 -0.367 5.575
C 1.653 -0.063 4.834
C -0.074 0.813 2.713
C -1.044 1.227 1.859
C -1.274 2.694 1.812
N -2.369 3.138 1.126
O -0.524 3.470 2.405
H -2.167 -1.926 1.008
H -0.395 -2.507 2.583
H 1.568 -2.845 2.826
H 3.660 -3.310 4.055
H 4.454 -1.732 5.826
H 3.091 0.305 6.377
H 1.070 0.832 5.062
H 0.566 1.509 3.260
H -2.965 2.575 0.536
H -2.480 4.138 1.060
O 4.295 0.476 1.600
C 4.121 0.223 0.473
Cr 3.692 -0.380 -1.269
C 2.418 -1.478 -0.455
O 1.714 -2.175 0.173
C 4.802 -1.889 -0.888
O 5.292 -2.886 -0.532
C 4.943 0.483 -2.803
C 4.321 1.516 -2.094
C 2.932 1.517 -1.917
C 2.127 0.523 -2.505
C 0.704 0.472 -2.229
C -0.513 0.503 -2.085
C -1.900 0.330 -1.828
C -2.401 -1.055 -1.904
C -1.501 -2.107 -1.621
C -1.939 -3.430 -1.567
C -3.292 -3.718 -1.803
C -4.172 -2.697 -2.195
C -3.712 -1.384 -2.314
C -2.795 1.488 -1.944
C -2.320 2.672 -2.538
C -3.109 3.818 -2.560
C -4.378 3.814 -1.974
C -4.865 2.647 -1.377
C -4.091 1.484 -1.371
C 2.778 -0.546 -3.170
C 4.163 -0.544 -3.361
H 6.031 0.482 -2.906
H 4.918 2.312 -1.650
H 2.437 2.295 -1.330
H -0.458 -1.856 -1.424
H -1.218 -4.216 -1.336
H -3.653 -4.742 -1.716
H -5.219 -2.925 -2.424
H -4.357 -0.606 -2.736
H -1.322 2.665 -2.980
H -2.729 4.714 -3.051
H -4.992 4.714 -2.006
H -5.857 2.640 -0.921
H -4.474 0.566 -0.912
H 2.163 -1.373 -3.533
H 4.630 -1.366 -3.909
```

Values from the calculation:
- HOMO energy (spin up / spin down) (eV) = -12.29 / -14.11
- spin multiplicity = 4
- calculated total energy (a.u.) = -2842.3305
- frontier orbital gap (spin up / spin down) (eV) = 6.6 / 5.8
- charge = +2



No. 8
The following is a quantum chemistry calculation of a structure of composition C11H9AsBr4Cl3NO2Pt, from OMol25.

```
32
Properties=species:S:1:pos:R:3
Pt 0.140 -0.559 0.186
Br 3.700 5.325 0.376
C 3.249 3.495 0.420
C 4.235 2.515 0.447
Br 6.060 2.993 0.451
C 3.867 1.166 0.469
Br 5.141 -0.227 0.466
C 2.534 0.783 0.477
O 2.137 -0.485 0.490
C 1.549 1.772 0.476
O 0.263 1.372 0.510
C 1.906 3.106 0.430
Br 0.490 4.361 0.402
C -3.596 -0.586 0.846
As -2.124 -0.058 -0.289
C -2.557 -0.812 -2.019
C -2.460 1.812 -0.567
H -4.542 -0.431 0.332
H -3.564 0.025 1.747
H -3.495 -1.631 1.133
H -3.508 -0.438 -2.396
H -2.588 -1.899 -1.951
H -1.757 -0.534 -2.703
H -3.450 1.936 -1.004
H -1.700 2.221 -1.228
H -2.393 2.342 0.380
Cl 2.109 -5.151 1.078
C 0.466 -4.970 0.482
Cl -0.709 -5.280 1.764
Cl 0.173 -6.055 -0.885
C 0.285 -3.591 0.020
N 0.138 -2.515 -0.339
```

Values from the calculation:
- HOMO energy (eV) = -7.27
- spin multiplicity = 1
- calculated total energy (a.u.) = -14661.4866
- frontier orbital gap (eV) = 6.5



Which of these has the highest calculated total energy?
C4H9OS



Which formula does entry 1 have?
C19H76O19